A:
{"formula": "C2H4NO3", "method": "ωB97M-V/def2-TZVPD", "species": ["C", "C", "N", "O", "O", "O", "H", "H", "H", "H"], "coordinates": [[0.43, 0.37, -0.12], [-0.74, -1.32, 1.03], [0.60, 1.76, -1.63], [0.61, 2.82, -1.17], [0.82, 1.08, -2.56], [-0.55, -0.42, 0.01], [1.25, 0.45, 0.66], [0.03, -1.24, 1.80], [-0.73, -2.35, 0.60], [-1.71, -1.15, 1.39]], "lowdin_charge": [0.2195, -0.0115, -0.2302, 0.2655, 0.2289, 0.0036, 0.1541, 0.1188, 0.1462, 0.1053], "mol_weight_g_mol": 90.06, "total_charge": 1, "homo_lumo_gap_ev": [9.65, 9.65], "homo_energy_ha": [-0.58107, -0.58109], "spin_multiplicity": 1}

B:
{"formula": "C2H4NO3", "method": "ωB97M-V/def2-TZVPD", "species": ["C", "C", "N", "O", "O", "O", "H", "H", "H", "H"], "coordinates": [[-0.54, 0.30, 0.47], [-0.13, -0.12, -1.06], [0.28, -0.33, 1.26], [0.57, -0.75, 2.27], [1.10, 0.41, -1.05], [1.89, -0.18, -0.23], [-0.37, 1.39, 0.67], [-1.65, -0.03, 0.54], [-0.33, -1.12, -1.04], [-0.83, 0.43, -1.82]], "lowdin_charge": [-0.0655, -0.0895, 0.0380, 0.3685, -0.0641, 0.0794, 0.2097, 0.2124, 0.1088, 0.2022], "mol_weight_g_mol": 90.06, "total_charge": 1, "homo_lumo_gap_ev": [8.62, 7.82], "homo_energy_ha": [-0.58659, -0.57037], "spin_multiplicity": 1}

Relative energies, eV: A 0.000; B 2.372.

A:
{"formula": "C4H12N4", "method": "ωB97M-V/def2-TZVPD", "species": ["C", "C", "C", "C", "N", "N", "N", "N", "H", "H", "H", "H", "H", "H", "H", "H", "H", "H", "H", "H"], "coordinates": [[1.16, -1.44, 0.18], [-0.21, -1.04, -0.01], [-0.92, -0.08, -0.75], [3.66, 1.20, 0.09], [-3.67, -0.07, 0.47], [2.06, -0.45, -0.29], [-4.68, 0.58, 0.14], [2.84, 0.11, 0.49], [1.33, -1.79, 1.22], [1.26, -2.33, -0.47], [-0.47, 0.90, -0.95], [-1.95, 0.03, -0.36], [-1.02, -0.59, -1.73], [4.71, 0.98, 0.31], [3.53, 1.39, -0.97], [3.41, 2.10, 0.67], [-3.81, -1.09, 0.48], [-5.59, 0.19, -0.13], [-4.60, 1.60, 0.16], [2.96, -0.21, 1.47]], "lowdin_charge": [-0.2188, 0.0563, -0.1224, 0.0090, 0.2221, 0.1350, 0.2147, 0.0073, 0.1448, 0.1798, 0.1017, 0.0235, 0.1469, 0.1230, 0.1166, 0.1198, 0.1539, 0.1946, 0.1865, 0.2057], "mol_weight_g_mol": 116.17, "total_charge": 2, "homo_lumo_gap_ev": [5.33, 5.32], "homo_energy_ha": [-0.55846, -0.55806], "spin_multiplicity": 1}

B:
{"formula": "C4H12N4", "method": "ωB97M-V/def2-TZVPD", "species": ["C", "C", "C", "C", "N", "N", "N", "N", "H", "H", "H", "H", "H", "H", "H", "H", "H", "H", "H", "H"], "coordinates": [[-1.88, 0.73, 1.18], [0.42, -1.12, -2.22], [2.05, -0.25, -0.52], [0.46, 0.58, 1.76], [-0.50, -0.02, -0.41], [0.72, -0.48, -0.97], [-2.92, 0.69, 0.42], [-0.61, 0.45, 0.83], [-2.04, 1.28, 2.16], [1.00, -2.23, -2.29], [-0.66, -1.32, -2.27], [0.88, -0.59, -3.01], [2.52, -0.82, 0.30], [2.68, -0.68, -1.27], [2.27, 0.76, -0.20], [1.09, -0.32, 1.75], [0.01, 0.72, 2.67], [1.09, 1.50, 1.71], [-3.78, 0.56, 0.90], [-2.81, 0.57, -0.54]], "lowdin_charge": [-0.0128, 0.0055, -0.0037, 0.0185, 0.2390, -0.0877, 0.2896, -0.0979, 0.2162, 0.2109, 0.1123, 0.1027, 0.1358, 0.1139, 0.1185, 0.1180, 0.0796, 0.1496, 0.1640, 0.1279], "mol_weight_g_mol": 116.17, "total_charge": 2, "smiles": "CN(C)/N=[N+](\\C)C=[NH2+]", "homo_lumo_gap_ev": [8.17, 8.17], "homo_energy_ha": [-0.70246, -0.70242], "spin_multiplicity": 1}

Relative energies, eV: A 2.707; B 0.000.

A:
{"formula": "C14H20N2O4", "method": "ωB97M-V/def2-TZVPD", "species": ["C", "C", "C", "C", "C", "C", "C", "C", "C", "C", "C", "C", "C", "C", "H", "H", "H", "H", "H", "H", "H", "H", "H", "H", "H", "H", "H", "H", "H", "H", "H", "H", "H", "H", "N", "N", "O", "O", "O", "O"], "coordinates": [[-1.20, 0.51, -2.54], [-1.88, 0.31, -1.16], [-0.11, 1.63, -2.45], [-0.76, 2.95, -1.93], [1.08, 1.26, -1.61], [-1.66, -0.54, 1.10], [-1.34, 0.80, 1.79], [-1.12, -1.76, 1.80], [0.42, -1.79, 1.85], [1.16, -1.12, 2.80], [1.11, -2.42, 0.78], [2.54, -1.15, 2.81], [2.53, -2.44, 0.76], [3.23, -1.84, 1.82], [-3.02, 1.19, -3.04], [-2.00, 1.33, -4.33], [-0.71, -0.45, -2.78], [0.25, 1.73, -3.53], [-1.58, 3.30, -2.58], [0.00, 3.80, -1.99], [-1.11, 2.77, -0.88], [1.48, 0.26, -1.78], [0.83, 1.33, -0.54], [1.95, 1.90, -1.80], [-0.24, -0.73, -0.49], [-2.79, -0.56, 1.04], [-1.55, -1.82, 2.78], [-1.52, -2.61, 1.19], [0.61, -0.50, 3.56], [0.56, -2.89, -0.02], [3.09, -0.73, 3.65], [3.00, -2.91, -0.11], [4.98, -2.21, 1.08], [-1.74, 1.68, 3.35], [-2.25, 0.76, -3.56], [-1.16, -0.43, -0.26], [-3.03, 0.69, -0.88], [-0.70, 1.69, 1.31], [4.60, -1.80, 1.84], [-1.94, 0.81, 2.96]], "lowdin_charge": [-0.2811, -0.4071, -0.3810, -0.0631, -0.0977, -0.2185, -0.5092, -0.0867, -0.2193, -0.0417, -0.0385, -0.0110, -0.0057, -0.3081, 0.0627, 0.0511, 0.1393, 0.1490, 0.0728, 0.0981, 0.0777, 0.0734, 0.0618, 0.0869, 0.1006, 0.1772, 0.1154, 0.1390, 0.1378, 0.1121, 0.1254, 0.1144, 0.0845, 0.1464, 0.0584, 0.1201, 0.0459, 0.1275, 0.0547, 0.1366], "mol_weight_g_mol": 280.32, "total_charge": 0, "smiles": "CC(C)[C@H](N)C(=O)N[C@@H](Cc1ccc(O)cc1)C(=O)O", "homo_lumo_gap_ev": 9.52, "homo_energy_ha": -0.32777, "spin_multiplicity": 1}

B:
{"formula": "C14H20N2O4", "method": "ωB97M-V/def2-TZVPD", "species": ["C", "C", "C", "C", "C", "C", "C", "C", "C", "C", "C", "C", "C", "C", "H", "H", "H", "H", "H", "H", "H", "H", "H", "H", "H", "H", "H", "H", "H", "H", "H", "H", "H", "H", "N", "N", "O", "O", "O", "O"], "coordinates": [[1.98, -0.02, 0.39], [1.00, -1.26, 0.38], [2.74, 0.18, -0.97], [4.11, -0.59, -0.76], [3.05, 1.63, -1.19], [-1.36, -1.96, 0.53], [-2.28, -2.57, -0.72], [-2.33, -1.30, 1.51], [-2.54, 0.20, 1.16], [-3.39, 0.45, 0.04], [-1.71, 1.24, 1.64], [-3.17, 1.65, -0.68], [-1.29, 2.28, 0.85], [-2.10, 2.49, -0.38], [3.09, -0.93, 1.88], [3.48, 0.64, 1.70], [1.03, 0.58, 0.37], [1.93, -0.08, -1.78], [3.80, -1.65, -0.59], [4.56, -0.18, 0.13], [4.90, -0.48, -1.60], [2.17, 2.18, -1.48], [3.77, 1.70, -1.90], [3.59, 1.97, -0.27], [-0.80, -0.15, 0.06], [-1.08, -2.89, 1.05], [-3.33, -1.78, 1.46], [-1.88, -1.46, 2.48], [-4.20, -0.32, -0.23], [-1.42, 1.43, 2.71], [-3.85, 1.75, -1.50], [-0.47, 2.85, 1.15], [-2.69, 3.47, -1.92], [-2.21, -3.54, -2.20], [2.69, 0.02, 1.74], [-0.30, -0.99, 0.30], [1.52, -2.31, 0.40], [-3.48, -2.42, -0.83], [-2.02, 3.47, -1.25], [-1.51, -3.27, -1.68]], "lowdin_charge": [-0.2630, -0.5051, -0.3609, -0.0624, -0.0960, -0.1709, -0.3238, -0.1042, -0.2268, -0.0225, -0.0752, -0.0324, 0.0033, -0.2917, 0.0812, 0.0417, 0.1066, 0.1716, 0.0773, 0.0464, 0.1015, 0.0780, 0.0372, 0.0969, 0.1126, 0.1550, 0.1234, 0.1167, 0.1346, 0.1405, 0.1003, 0.0925, 0.1029, 0.0499, 0.0652, 0.1271, 0.1208, 0.0732, 0.0680, 0.1108], "mol_weight_g_mol": 280.32, "total_charge": 0, "smiles": "CC(C)[C@H](N)C(=O)N[C@@H](Cc1ccc(O)cc1)C(=O)O", "homo_lumo_gap_ev": 8.88, "homo_energy_ha": -0.30593, "spin_multiplicity": 1}

Relative energies, eV: A 0.000; B 4.144.

A:
{"formula": "C3H15N2O2", "method": "ωB97M-V/def2-TZVPD", "species": ["C", "N", "C", "N", "C", "H", "H", "H", "H", "H", "H", "H", "H", "H", "H", "H", "H", "H", "O", "H", "H", "O"], "coordinates": [[1.07, -0.23, -1.19], [0.83, -0.95, -2.45], [-0.21, 0.29, -0.54], [-0.82, -0.70, 0.37], [-2.18, -0.40, 0.90], [1.51, -0.98, -0.53], [1.80, 0.57, -1.27], [1.36, -0.53, -3.21], [-0.13, -0.81, -2.75], [-0.09, 1.29, -0.13], [-0.91, 0.53, -1.32], [-0.16, -0.89, 1.15], [-0.94, -1.60, -0.09], [-2.61, 0.48, 0.41], [-2.89, -1.16, 0.58], [-2.19, -0.26, 1.98], [0.52, 3.67, -0.68], [1.60, 2.84, 0.21], [1.01, 2.86, -0.54], [0.08, -0.50, 3.47], [0.82, -1.87, 3.18], [0.17, -1.24, 2.86]], "lowdin_charge": [-0.2421, 0.0075, -0.1597, -0.0067, 0.0039, 0.1108, 0.1078, 0.0777, 0.0588, 0.1006, 0.1244, 0.1172, 0.1787, 0.1043, 0.1076, 0.0950, 0.0633, 0.0616, -0.0427, 0.0791, 0.0779, -0.0252], "mol_weight_g_mol": 111.16, "total_charge": 1, "homo_lumo_gap_ev": 9.95, "homo_energy_ha": -0.47487, "spin_multiplicity": 1}

B:
{"formula": "C3H15N2O2", "method": "ωB97M-V/def2-TZVPD", "species": ["N", "C", "C", "C", "N", "H", "H", "H", "H", "H", "H", "H", "H", "H", "H", "H", "H", "H", "O", "H", "H", "O"], "coordinates": [[0.55, -0.24, 0.88], [-0.76, 0.46, 0.92], [-1.92, -0.59, 0.90], [-0.80, 1.29, -0.37], [0.56, 1.68, -0.76], [0.94, -0.45, 1.80], [1.12, 0.34, 0.16], [0.44, -1.18, 0.48], [-0.80, 1.16, 1.76], [-1.73, -1.05, -0.07], [-2.81, -0.03, 1.09], [-1.65, -1.41, 1.55], [-1.30, 0.87, -1.26], [-1.43, 2.16, -0.21], [0.76, 1.66, -1.75], [0.88, 2.55, -0.36], [3.35, 0.46, 0.72], [3.66, 0.37, -0.66], [3.23, 1.01, -0.07], [-1.48, -3.20, -1.27], [-0.14, -3.16, -2.04], [-0.69, -2.67, -1.43]], "lowdin_charge": [0.1654, -0.3175, -0.0134, -0.2014, -0.0025, 0.1683, 0.1085, 0.1442, 0.1546, 0.0506, 0.0947, 0.0847, 0.1342, 0.1237, 0.1032, 0.1049, 0.0437, 0.0631, -0.0577, 0.0556, 0.0520, -0.0588], "mol_weight_g_mol": 111.16, "total_charge": 1, "homo_lumo_gap_ev": 10.83, "homo_energy_ha": -0.50942, "spin_multiplicity": 1}

C:
{"formula": "C3H15N2O2", "method": "ωB97M-V/def2-TZVPD", "species": ["C", "C", "C", "N", "N", "H", "H", "H", "H", "H", "H", "H", "H", "H", "H", "H", "H", "H", "O", "H", "H", "O"], "coordinates": [[0.18, 2.00, -0.19], [-1.10, 1.24, -0.23], [-1.01, -0.24, -0.76], [0.19, -0.86, 0.03], [1.29, 1.54, -1.09], [0.61, 1.89, 0.85], [-0.20, 3.00, -0.45], [-1.65, 1.18, 0.72], [-1.79, 1.82, -0.92], [-1.88, -0.81, -0.38], [-0.84, -0.36, -1.87], [-0.04, -0.68, 1.02], [1.03, -0.16, -0.14], [0.12, -1.92, -0.19], [1.96, 2.22, -0.78], [0.99, 1.68, -2.01], [0.22, -0.52, 3.49], [1.34, 0.06, 2.54], [0.42, 0.16, 2.84], [0.67, -4.14, -0.45], [-0.54, -3.66, -1.40], [0.03, -3.47, -0.63]], "lowdin_charge": [-0.2735, -0.2078, -0.1208, 0.1067, 0.0163, 0.1176, 0.1227, 0.1226, 0.1351, 0.1221, 0.1404, 0.0898, 0.1487, 0.0999, 0.0860, 0.0627, 0.0723, 0.0524, -0.0476, 0.0703, 0.0925, -0.0084], "mol_weight_g_mol": 111.16, "total_charge": 1, "homo_lumo_gap_ev": 11.00, "homo_energy_ha": -0.51035, "spin_multiplicity": 1}

Relative energies, eV: A 0.282; B 0.000; C 0.136.

A:
{"formula": "C3H15N2O2", "method": "ωB97M-V/def2-TZVPD", "species": ["C", "N", "C", "N", "C", "H", "H", "H", "H", "H", "H", "H", "H", "H", "H", "H", "H", "H", "O", "H", "H", "O"], "coordinates": [[1.95, -0.68, 0.07], [2.41, -0.95, -1.26], [1.32, 0.70, 0.17], [-0.11, 0.65, -0.34], [-0.93, 1.83, 0.03], [1.20, -1.42, 0.37], [2.75, -0.75, 0.81], [3.29, -1.40, -1.39], [2.11, -0.36, -2.02], [1.26, 1.15, 1.15], [1.86, 1.38, -0.48], [-0.54, -0.12, 0.18], [-0.17, 0.44, -1.34], [-0.31, 2.59, 0.50], [-1.47, 2.21, -0.83], [-1.66, 1.56, 0.78], [-1.60, -1.53, 1.79], [-1.82, -0.36, 2.72], [-1.29, -0.63, 1.95], [-2.73, -2.14, -1.30], [-3.07, -0.94, -0.45], [-2.45, -1.23, -1.14]], "lowdin_charge": [-0.2558, 0.0110, -0.1145, 0.0016, 0.0006, 0.1094, 0.1290, 0.0799, 0.0661, 0.1298, 0.1353, 0.0889, 0.1685, 0.1021, 0.1061, 0.0864, 0.0664, 0.0800, -0.0421, 0.0569, 0.0486, -0.0541], "mol_weight_g_mol": 111.16, "total_charge": 1, "homo_lumo_gap_ev": 9.64, "homo_energy_ha": -0.46311, "spin_multiplicity": 1}

B:
{"formula": "C3H15N2O2", "method": "ωB97M-V/def2-TZVPD", "species": ["C", "N", "C", "N", "C", "H", "H", "H", "H", "H", "H", "H", "H", "H", "H", "H", "H", "H", "O", "H", "H", "O"], "coordinates": [[1.21, -0.22, -1.21], [0.95, -0.96, -2.48], [-0.07, 0.28, -0.54], [-0.70, -0.70, 0.37], [-2.08, -0.43, 0.92], [1.66, -1.00, -0.57], [1.95, 0.58, -1.28], [1.45, -0.53, -3.24], [-0.03, -0.81, -2.76], [0.06, 1.29, -0.14], [-0.82, 0.57, -1.37], [-0.02, -0.89, 1.14], [-0.83, -1.60, -0.07], [-2.57, 0.41, 0.45], [-2.78, -1.17, 0.58], [-2.11, -0.29, 1.98], [0.61, 3.56, -0.71], [1.70, 2.71, 0.19], [1.11, 2.76, -0.56], [0.13, -0.47, 3.38], [0.91, -1.86, 3.13], [0.26, -1.22, 2.80]], "lowdin_charge": [-0.2405, -0.0009, -0.1673, -0.0012, 0.0161, 0.1105, 0.1095, 0.0684, 0.0644, 0.0858, 0.1575, 0.1123, 0.1692, 0.0963, 0.1008, 0.0874, 0.0718, 0.0671, -0.0497, 0.0779, 0.0852, -0.0206], "mol_weight_g_mol": 111.16, "total_charge": 1, "homo_lumo_gap_ev": 9.89, "homo_energy_ha": -0.47379, "spin_multiplicity": 1}

Relative energies, eV: A 0.000; B 0.806.

A:
{"formula": "C3H3FN2O", "method": "ωB97M-V/def2-TZVPD", "species": ["C", "C", "C", "H", "H", "H", "N", "N", "O", "F"], "coordinates": [[-0.65, 0.77, 0.12], [0.48, 0.06, 0.82], [1.61, -0.15, -0.05], [-1.71, -1.34, -1.73], [-0.67, 1.84, 0.34], [0.02, -0.92, 1.12], [-1.40, 0.28, -0.78], [2.58, -0.28, -0.66], [-1.04, -1.08, -1.06], [0.78, 0.82, 1.89]], "lowdin_charge": [-0.1081, -0.3563, -0.1421, 0.1091, 0.1331, 0.1660, 0.0393, 0.1859, -0.0716, 0.0448], "mol_weight_g_mol": 102.07, "total_charge": 0, "smiles": "N#C[C@@H](F)/C=N\\O", "homo_lumo_gap_ev": 11.72, "homo_energy_ha": -0.40615, "spin_multiplicity": 1}

B:
{"formula": "C3H3FN2O", "method": "ωB97M-V/def2-TZVPD", "species": ["C", "C", "C", "H", "H", "H", "N", "N", "O", "F"], "coordinates": [[0.47, 0.49, -0.37], [-0.24, 0.02, -1.44], [-0.11, -0.23, 0.72], [1.55, 2.02, -1.03], [1.75, 1.75, 0.60], [-0.19, 0.07, -2.50], [1.55, 1.33, -0.31], [-1.06, -1.01, 0.36], [-1.19, -0.87, -1.02], [0.25, -0.08, 1.93]], "lowdin_charge": [-0.2516, -0.0454, -0.3901, 0.0881, 0.1040, 0.1182, 0.1031, 0.1398, -0.0449, 0.1788], "mol_weight_g_mol": 102.07, "total_charge": 0, "smiles": "Nc1conc1F", "homo_lumo_gap_ev": 9.52, "homo_energy_ha": -0.32226, "spin_multiplicity": 1}

Relative energies, eV: A 0.720; B 0.000.